{
  "formula": "ClN2O10Rb",
  "method": "ωB97M-V/def2-TZVPD",
  "species": ["Rb", "Cl", "O", "O", "O", "O", "N", "O", "O", "O", "N", "O", "O", "O"],
  "xyz": [[-0.355252, 0.278716, -3.207807], [-2.557105, 2.385687, -1.496875], [-1.749865, 3.007303, -0.479128], [-2.608320, 0.977620, -1.275087], [-3.892652, 2.985153, -1.431649], [-2.034732, 2.602480, -2.833212], [1.029236, -0.090346, 0.319330], [0.453311, 0.753188, -0.447119], [1.504854, 0.282029, 1.403161], [1.096107, -1.281309, -0.072184], [2.293273, -2.951043, 2.385965], [1.927791, -2.144122, 3.256745], [3.441814, -2.966613, 1.890252], [1.451540, -3.838743, 1.987610]],
  "forces_ev_per_angstrom": [[0.0, 0.1, 1.2], [-1.2, 1.8, 1.8], [0.0, -0.1, -0.9], [-0.3, -1.1, -0.2], [0.6, -0.7, -0.3], [0.7, 0.2, -0.7], [0.2, -0.2, -0.1], [0.2, 0.1, -0.2], [-0.4, -0.3, -1.0], [0.1, 0.6, 0.2], [-1.4, -1.4, -0.5], [0.8, -0.2, -0.1], [0.0, 0.4, 0.5], [0.9, 0.7, 0.4]],
  "lowdin_charge": [0.99, 0.60, -0.34, -0.41, -0.39, -0.50, -0.61, -0.23, -0.02, -0.07, -0.63, -0.09, -0.12, -0.16],
  "homo_lumo_gap_ha": 0.14913,
  "charge": -2,
  "homo_energy_ev": -0.99,
  "lumo_ev": 3.07
}

{
  "formula": "C3H8F2N2",
  "method": "ωB97M-V/def2-TZVPD",
  "species": ["C", "C", "C", "N", "N", "F", "F", "H", "H", "H", "H", "H", "H", "H", "H"],
  "xyz": [[0.643910, 1.714323, 0.312433], [-0.089942, -0.703047, 0.508262], [0.926902, 0.269592, -0.035187], [-1.813667, 0.212856, -0.445559], [0.038331, -2.000242, 0.115603], [2.180482, -0.082862, 0.418904], [1.028211, 0.099871, -1.392071], [0.902756, 1.878859, 1.354158], [-0.413827, 1.903684, 0.156467], [1.243793, 2.365581, -0.317566], [-0.421345, -0.524587, 1.518942], [-1.467632, 0.240130, -1.403372], [-2.454256, -0.576932, -0.391942], [0.358834, -2.148484, -0.832145], [-0.662556, -2.648740, 0.433068]],
  "forces_ev_per_angstrom": [[0.0, -0.3, -0.1], [-2.5, 0.9, -1.9], [0.2, 0.5, 0.1], [2.2, -0.8, 1.6], [0.3, 0.0, 0.1], [-0.1, -0.1, 0.3], [-0.2, 0.0, -0.2], [0.0, 0.0, 0.1], [0.0, 0.1, 0.0], [0.1, 0.0, 0.0], [0.0, 0.0, 0.1], [0.0, -0.2, 0.0], [0.1, -0.1, -0.1], [-0.1, 0.0, 0.1], [0.1, 0.0, 0.0]],
  "lowdin_charge": [0.01, -0.13, -0.58, -0.02, 0.09, 0.06, 0.06, 0.09, 0.06, 0.09, 0.13, -0.03, -0.03, 0.11, 0.10],
  "homo_lumo_gap_ha": 0.33942,
  "charge": 0,
  "homo_energy_ev": -8.41,
  "lumo_ev": 0.83
}

{
  "formula": "C3H8N2O",
  "method": "ωB97M-V/def2-TZVPD",
  "species": ["C", "C", "C", "N", "N", "O", "H", "H", "H", "H", "H", "H", "H", "H"],
  "xyz": [[-0.678276, -1.100859, 0.121315], [-1.142673, 0.609532, 0.375451], [0.583636, -1.195296, -0.444473], [2.104351, -0.022675, 0.492859], [-0.740038, 1.547866, -0.688150], [3.184261, -0.233277, -0.019867], [-0.954518, -1.387943, 1.199269], [-1.440468, -1.642099, -0.381915], [-2.192552, 0.741965, 0.571842], [-0.619732, 0.946183, 1.272151], [0.813842, -0.877763, -1.487009], [2.033350, -0.140582, 1.566506], [0.280986, 1.366198, -0.950966], [-1.232175, 1.388750, -1.627015]],
  "forces_ev_per_angstrom": [[-3.0, 2.8, 3.6], [1.5, -0.4, -1.8], [3.7, 1.6, 0.5], [-3.0, -2.0, -0.3], [0.8, -1.2, -1.9], [0.7, 0.3, 0.2], [1.5, -0.2, -1.1], [-0.8, -0.2, -1.3], [-0.5, -0.5, -0.1], [0.2, -0.5, 0.0], [-0.3, -0.4, 0.8], [0.4, 0.0, -1.3], [-1.7, 0.5, 0.8], [0.6, 0.1, 2.0]],
  "lowdin_charge": [-0.26, -0.21, 0.05, -0.10, -0.06, -0.11, 0.11, 0.07, 0.08, 0.08, 0.07, 0.11, 0.07, 0.09],
  "homo_lumo_gap_ha": [0.26944, 0.29641],
  "charge": 0,
  "homo_energy_ev": [-8.07, -8.32],
  "lumo_ev": [-0.74, -0.25]
}

{
  "formula": "C31H25OsP2S2",
  "method": "ωB97M-V/def2-TZVPD",
  "species": ["Os", "S", "P", "C", "P", "S", "C", "C", "C", "C", "C", "C", "C", "C", "C", "C", "C", "C", "C", "C", "C", "C", "C", "C", "C", "C", "C", "C", "C", "C", "H", "H", "H", "H", "H", "H", "H", "H", "H", "H", "H", "H", "H", "H", "H", "H", "H", "H", "H", "H", "C", "C", "C", "C", "C", "C", "H", "H", "H", "H", "H"],
  "xyz": [[0.086107, -0.507698, 0.993267], [0.761841, -0.041384, -1.149416], [0.782898, -2.058232, -1.689893], [-0.043333, -2.862080, -0.448870], [-1.221015, -2.334575, 0.601209], [-1.366487, 0.632035, 1.920639], [-1.426097, -3.421646, 2.019402], [-2.288952, -3.058495, 3.053733], [-2.367818, -3.844829, 4.191861], [-1.589022, -4.992115, 4.295364], [-0.732506, -5.353119, 3.264623], [-0.642756, -4.565672, 2.125975], [-2.884632, -1.999957, -0.047815], [-3.068250, -0.938430, -0.932799], [-4.300371, -0.738051, -1.528491], [-5.355739, -1.599863, -1.252193], [-5.171773, -2.666600, -0.385740], [-3.937669, -2.871597, 0.216724], [2.527226, -2.549769, -1.836443], [3.099310, -2.749825, -3.092064], [4.435145, -3.119287, -3.187769], [5.190680, -3.291161, -2.038500], [4.614464, -3.104139, -0.787943], [3.283487, -2.739039, -0.685055], [0.061657, -2.309430, -3.305963], [0.038410, -1.295295, -4.258615], [-0.520664, -1.541395, -5.504283], [-1.053785, -2.789188, -5.791724], [-1.034018, -3.799265, -4.836025], [-0.476413, -3.562339, -3.590499], [-2.885802, -2.157664, 2.977342], [-3.033323, -3.564281, 4.997020], [-1.652071, -5.605247, 5.184580], [-0.128476, -6.246679, 3.348167], [0.033421, -4.822372, 1.320621], [-2.247999, -0.265900, -1.157894], [-4.440743, 0.091921, -2.207953], [-6.319583, -1.439809, -1.716183], [-5.988201, -3.344743, -0.176707], [-3.800895, -3.711513, 0.881840], [2.512305, -2.619615, -3.989636], [4.879785, -3.275635, -4.161275], [6.230111, -3.581361, -2.114583], [5.201734, -3.253533, 0.108879], [2.824167, -2.626466, 0.290638], [0.448376, -0.317464, -4.035064], [-0.541654, -0.756412, -6.248119], [-1.490354, -2.976796, -6.763582], [-1.453921, -4.769854, -5.061701], [-0.461982, -4.347094, -2.844228], [3.566336, -1.717704, 4.025466], [3.710928, -0.783723, 3.006924], [2.625722, -0.473894, 2.203111], [1.396810, -1.134139, 2.378941], [1.261354, -2.058296, 3.413501], [2.340055, -2.340633, 4.234485], [4.405379, -1.950837, 4.667241], [4.657841, -0.284738, 2.849407], [2.754103, 0.273618, 1.423656], [0.312462, -2.547755, 3.587857], [2.226421, -3.051521, 5.042279]],
  "forces_ev_per_angstrom": [[-0.6, -0.9, -0.6], [0.2, 0.1, -0.1], [0.2, 0.0, -0.3], [0.6, 1.0, 1.3], [-0.6, -0.6, -0.3], [0.4, -0.1, -0.1], [0.0, 0.1, -0.1], [0.0, 0.0, 0.0], [0.0, 0.0, 0.0], [0.0, 0.0, 0.0], [0.0, 0.0, 0.0], [0.0, 0.0, 0.0], [0.3, 0.1, 0.0], [0.0, 0.1, 0.0], [-0.1, 0.0, 0.0], [0.1, 0.0, 0.0], [0.0, 0.0, 0.0], [0.0, 0.0, 0.0], [-0.4, 0.0, -0.1], [0.1, 0.1, 0.1], [-0.1, 0.0, 0.0], [0.0, 0.0, 0.0], [0.0, 0.0, 0.0], [0.0, 0.0, 0.2], [-0.1, 0.1, 0.0], [0.0, 0.0, 0.0], [0.0, 0.0, 0.0], [0.0, -0.1, 0.1], [0.0, 0.0, 0.0], [0.0, 0.0, -0.1], [0.0, 0.0, 0.0], [0.0, 0.0, 0.0], [0.0, 0.0, 0.0], [0.0, 0.0, 0.0], [0.0, 0.0, 0.0], [0.0, 0.0, 0.0], [0.0, 0.0, 0.0], [0.0, 0.0, 0.0], [0.0, 0.0, 0.0], [0.0, 0.0, 0.0], [0.0, 0.0, -0.1], [0.0, 0.0, 0.0], [0.0, 0.0, 0.0], [0.0, 0.0, 0.0], [0.0, 0.0, 0.0], [0.0, 0.0, 0.0], [0.0, 0.0, 0.0], [0.0, 0.0, 0.0], [0.0, 0.0, 0.0], [0.0, 0.0, 0.0], [0.0, 0.1, -0.1], [0.1, -0.2, 0.1], [-0.1, 0.1, -0.1], [0.3, 0.2, 0.1], [-0.1, -0.1, 0.0], [0.1, 0.0, 0.0], [0.0, 0.0, 0.0], [0.0, 0.0, 0.0], [0.0, 0.0, 0.1], [0.1, 0.0, 0.0], [0.0, 0.0, 0.0]],
  "lowdin_charge": [0.62, 0.34, 0.53, -0.40, 0.69, 0.24, -0.39, -0.11, -0.06, -0.06, -0.06, -0.09, -0.34, -0.11, -0.06, -0.06, -0.06, -0.07, -0.33, -0.06, -0.06, -0.06, -0.06, -0.09, -0.38, -0.09, -0.06, -0.06, -0.06, -0.07, 0.11, 0.11, 0.11, 0.11, 0.10, 0.07, 0.11, 0.11, 0.11, 0.11, 0.10, 0.11, 0.11, 0.11, 0.09, 0.09, 0.11, 0.11, 0.11, 0.11, -0.06, -0.07, -0.15, -0.39, -0.09, -0.06, 0.11, 0.11, 0.09, 0.08, 0.11],
  "homo_lumo_gap_ha": [0.22321, 0.22281],
  "charge": 1,
  "homo_energy_ev": [-11.12, -11.12],
  "lumo_ev": [-5.04, -5.06]
}

no.,calculated total energy (eV)
1,-36620.3078
2,-11654.3739
3,-8260.8730
4,-75261.1436